C7H21B2N3Si | ωB97M-V/def2-TZVPD

Each line ends with the Löwdin charge.
Atoms and positions in Å:
B: -0.79810 0.53352 -1.67630  -0.514
B: -1.08964 0.78415 0.37740  -0.539
N: -1.96196 0.68911 -0.80842  0.093
N: 0.49914 0.44945 -1.01591  -0.075
N: 0.25986 0.21389 0.35397  0.012
C: -0.92877 0.91166 -3.15714  0.008
C: -1.59260 1.52341 1.65424  0.006
C: -3.21079 1.30890 -1.03156  -0.074
C: 1.75855 0.16304 -1.64962  -0.061
C: 2.86840 -0.32784 1.52804  -0.165
C: 0.40947 -1.40061 2.91888  -0.175
C: 1.18244 -2.65421 0.19193  -0.159
Si: 1.17156 -1.08936 1.26127  0.534
H: -1.77382 1.56063 -3.28062  0.044
H: -1.01411 0.02149 -3.76736  0.069
H: -0.05881 1.44789 -3.53060  0.066
H: -2.68413 1.52790 1.76980  0.062
H: -1.18884 2.53266 1.66312  0.072
H: -1.16501 0.96778 2.48066  0.038
H: -3.98785 0.61256 -0.72229  0.094
H: -3.38282 1.44532 -2.07933  0.067
H: -3.24679 2.27200 -0.47424  0.108
H: 2.27799 -0.65945 -1.15231  0.047
H: 1.56768 -0.14085 -2.68114  0.092
H: 2.38720 1.05922 -1.63672  0.094
H: 2.73983 0.41595 2.30857  0.030
H: 3.61319 -1.05937 1.83084  0.031
H: 3.21994 0.17978 0.64623  0.007
H: -0.66080 -1.55471 2.78639  0.033
H: 0.82569 -2.28070 3.45425  0.050
H: 0.46167 -0.50850 3.53740  0.028
H: 1.20023 -3.54995 0.80091  0.023
H: 2.02307 -2.72667 -0.47801  0.017
H: 0.27893 -2.66807 -0.42232  0.038

For the molar mass, the calculation gives 197.0 g mol⁻¹. As for the HOMO energy: -7.44 eV. The calculation puts the total energy at -21303.8645 eV. The frontier orbital gap comes out at 0.29864 Eh. The value obtained for the energy above the lowest of the compared OMol25 structures with the same formula, charge and spin is 30.4 kJ/mol.



C13H26Cl4O9 | ωB97M-V/def2-TZVPD

Each line ends with the Löwdin charge.
Atoms and positions in Å:
Cl: -8.66475 2.38233 -0.12517  0.536
C: -6.95087 1.97170 -0.45627  -0.666
C: -6.28346 1.52369 0.82196  -0.650
Cl: -4.54363 1.23744 0.47418  0.560
H: -6.46385 2.85846 -0.84562  0.066
H: -6.97656 1.16390 -1.17878  0.066
H: -6.65694 0.57267 1.18934  0.068
H: -6.36046 2.25987 1.61627  0.069
Cl: -0.18636 1.08420 -0.93232  0.613
C: -0.30224 -0.64502 -0.49734  -0.653
C: -1.39056 -0.95313 0.44806  -0.625
Cl: -1.11865 -0.29550 2.09882  0.582
H: 0.68399 -0.95128 -0.15596  0.057
H: -0.44359 -1.16227 -1.44736  0.070
H: -1.54988 -2.02235 0.58754  0.053
H: -2.37094 -0.58355 0.15273  0.028
C: -1.51134 -4.51044 -2.20094  -0.032
O: -0.35424 -3.99677 -1.56146  0.003
C: -0.29135 -4.08859 -0.24082  -0.646
O: -1.19877 -4.35064 0.50375  0.119
O: 0.94043 -3.77297 0.13524  -0.011
C: 1.14041 -3.58237 1.53307  -0.033
H: -1.64364 -3.95048 -3.12059  0.095
H: -2.39495 -4.41432 -1.56969  0.095
H: -1.39180 -5.57065 -2.42810  0.100
H: 1.38372 -4.54340 1.99162  0.103
H: 0.30384 -3.13920 2.06884  0.084
H: 2.00494 -2.93430 1.66363  0.091
C: 1.46499 2.18911 2.66974  -0.065
O: 2.48178 2.53837 1.74123  0.011
C: 3.00366 3.76674 1.77326  -0.609
O: 3.70832 4.19048 0.90918  0.147
O: 2.70353 4.43222 2.90338  -0.032
C: 3.19839 5.76603 2.95665  -0.040
H: 0.75064 3.00199 2.80072  0.099
H: 1.84695 1.92490 3.65804  0.097
H: 0.89736 1.33923 2.29564  0.015
H: 2.65551 6.39013 2.25096  0.100
H: 4.25678 5.80713 2.70044  0.095
H: 3.09464 6.08325 3.98947  0.093
C: 3.44140 -1.55479 -0.88846  -0.030
O: 2.65588 -0.91901 -1.89765  -0.058
C: 3.14878 0.26934 -2.31256  -0.620
O: 3.98461 0.90155 -1.74197  0.155
O: 2.57121 0.67865 -3.43967  0.008
C: 1.64274 -0.16393 -4.11387  -0.048
H: 3.50120 -0.89545 -0.01513  0.102
H: 4.45109 -1.75032 -1.23651  0.104
H: 2.90338 -2.44807 -0.58947  0.072
H: 0.72542 -0.28980 -3.54172  0.070
H: 2.09443 -1.13544 -4.32361  0.098
H: 1.40877 0.29064 -5.07269  0.095

For the molar mass, the calculation gives 468.2 g mol⁻¹. Its SMILES is COC(=O)OC.COC(=O)OC.COC(=O)OC.ClCCCl.ClCCCl. As for the HOMO energy: -10.46 eV. The calculation puts the total energy at -82419.9686 eV. The frontier orbital gap comes out at 0.40036 Eh. The value obtained for the energy above the lowest of the compared OMol25 structures with the same formula, charge and spin is 0.0 kJ/mol.



C3H5N3 | ωB97M-V/def2-TZVPD

Each line ends with the Löwdin charge.
Atoms and positions in Å:
N: -1.83557 -0.27207 -0.39088  0.079
C: -0.47788 -0.10396 -0.07167  -0.339
C: 0.63060 -0.91819 -0.12556  -0.042
N: 1.75042 -0.06607 0.01253  -0.058
N: 1.38464 1.17814 0.27325  0.003
C: 0.07200 1.14945 0.27128  -0.152
H: -2.43086 0.35331 0.14000  0.083
H: -2.17571 -1.21940 -0.33711  0.080
H: 0.78853 -1.97655 -0.25947  0.100
H: 2.75800 -0.13351 -0.12368  0.148
H: -0.46416 2.00887 0.61131  0.097

For the molar mass, the calculation gives 83.1 g mol⁻¹. Its SMILES is Nc1cn[nH]c1. As for the HOMO energy: -8.23 eV. The calculation puts the total energy at -7661.4099 eV. The frontier orbital gap comes out at 0.34221 Eh. The value obtained for the energy above the lowest of the compared OMol25 structures with the same formula, charge and spin is 100.9 kJ/mol.



C5H13NO2 | ωB97M-V/def2-TZVPD

Each line ends with the Löwdin charge.
Atoms and positions in Å:
C: 1.37382 1.57274 -1.31286  -0.013
C: 0.48006 0.60328 -1.34605  -0.244
N: 0.87467 -0.75769 -1.15863  -0.032
C: -0.17090 -1.82354 -1.04260  -0.198
C: -2.24541 -0.60732 -0.24503  -0.024
C: -1.23676 -1.45974 -0.04594  -0.169
H: 2.35294 1.34017 -0.93456  0.055
H: 1.17299 2.62465 -1.45247  0.048
H: -0.57183 0.69157 -1.54586  0.080
H: 1.49542 -0.82136 -0.36380  0.090
H: 0.39461 -2.64941 -0.59600  0.111
H: -0.50121 -2.18969 -2.00360  0.108
H: -2.98838 -0.33388 0.50151  0.054
H: -2.55707 -0.29671 -1.24216  0.060
H: -1.30768 -1.99345 0.89883  0.099
H: 0.94971 0.19582 1.92617  -0.028
H: 2.40421 0.49546 2.37460  0.037
O: 1.77001 -0.20152 2.19400  -0.062
H: -1.07334 1.83993 2.43536  0.060
H: -0.39138 1.91583 1.00008  0.033
O: -0.22450 1.85484 1.95900  -0.067

For the molar mass, the calculation gives 119.2 g mol⁻¹. Its SMILES is C=CCNC=C.O.O. As for the HOMO energy: -8.39 eV. The calculation puts the total energy at -10979.0663 eV. The frontier orbital gap comes out at 0.33327 Eh. The value obtained for the energy above the lowest of the compared OMol25 structures with the same formula, charge and spin is 271.4 kJ/mol.



C31H35ClLuN5O5 | ωB97M-V/def2-TZVPD

Each line ends with the Löwdin charge.
Atoms and positions in Å:
Lu: -0.45124 0.47871 -0.79401  1.679
C: 3.64556 -2.43100 0.62197  -0.043
C: 2.79213 -1.28150 1.08446  -0.276
C: 2.80720 -0.07061 0.40027  -0.069
C: 2.03367 1.00332 0.83034  -0.153
C: 1.21339 0.86458 1.94829  -0.110
C: 1.20581 -0.33661 2.64158  -0.082
C: 1.99505 -1.39213 2.21918  -0.045
H: 4.64493 -2.35948 1.05724  0.085
H: 3.75227 -2.42887 -0.46253  0.077
H: 3.21627 -3.38536 0.92423  0.079
H: 3.45827 0.04504 -0.45832  0.106
H: 2.15346 1.98066 0.37714  0.102
H: 0.64292 1.71164 2.30572  0.110
H: 0.58795 -0.45182 3.52331  0.111
H: 1.97178 -2.32699 2.76683  0.119
N: -1.54092 1.37127 -2.49069  0.019
C: -2.66248 0.97835 -2.48503  -0.383
N: -3.89192 0.75156 -2.55427  0.105
C: -4.61842 -0.31126 -2.30771  -0.381
N: -5.32777 -1.20219 -2.10001  0.102
C: -3.57633 6.58977 2.18613  -0.028
C: -3.80324 5.30654 2.93301  -0.193
C: -4.33895 5.28104 4.20916  -0.066
C: -4.52982 4.07484 4.86966  -0.674
Cl: -5.23456 4.07396 6.45701  0.652
C: -4.17110 2.88017 4.27953  -0.100
C: -3.63269 2.89034 2.99987  0.003
C: -3.46902 4.08963 2.32430  -0.226
O: -2.94963 4.17223 1.06334  -0.018
C: -3.09619 3.03824 0.24001  -0.085
C: -1.90276 2.09353 0.29330  -0.642
O: -0.73517 2.50264 0.07001  -0.084
O: -2.13415 0.86133 0.47822  -0.092
H: -3.95920 7.44194 2.74432  0.078
H: -4.06129 6.54818 1.21063  0.086
H: -2.51035 6.73519 2.00245  0.089
H: -4.62273 6.20529 4.69543  0.111
H: -4.30351 1.94619 4.80747  0.107
H: -3.34013 1.95665 2.53404  0.111
H: -3.16082 3.39632 -0.79003  0.145
H: -3.99358 2.46832 0.48103  0.141
O: -1.38548 -1.41435 -1.55231  -0.067
C: -1.22179 -1.72221 -0.34074  -0.608
O: -0.19886 -1.27259 0.26957  -0.131
C: -2.21525 -2.52502 0.41229  -0.135
C: -2.33406 -2.32184 1.78498  -0.014
C: -3.26441 -3.04871 2.50677  -0.072
C: -4.06255 -3.98535 1.86285  -0.077
C: -3.95110 -4.17537 0.49292  -0.067
C: -3.03573 -3.43713 -0.23833  -0.013
H: -1.70438 -1.58095 2.25916  0.110
H: -3.37223 -2.88508 3.57148  0.103
H: -4.77866 -4.56783 2.42815  0.103
H: -4.59239 -4.88761 -0.00900  0.107
H: -2.95582 -3.54679 -1.31194  0.121
C: 3.52691 1.10348 -6.10904  -0.064
C: 2.19992 1.76007 -5.72927  -0.202
N: 2.03765 1.95183 -4.29065  -0.074
C: 2.54420 3.19245 -3.71028  -0.193
C: 3.91384 3.04919 -3.04250  -0.062
C: 1.46295 1.01513 -3.50666  -0.419
C: 0.86471 -0.19618 -4.16046  -0.005
N: 1.37042 1.10516 -2.21302  0.025
H: 3.55102 0.90665 -7.18171  0.079
H: 3.65468 0.15813 -5.58098  0.073
H: 4.37230 1.74705 -5.86732  0.065
H: 1.37452 1.16179 -6.10877  0.107
H: 2.12768 2.73778 -6.20437  0.118
H: 1.80975 3.57872 -2.99921  0.122
H: 2.60911 3.92367 -4.51407  0.119
H: 3.91453 2.25085 -2.29978  0.063
H: 4.18704 3.98036 -2.54486  0.080
H: 4.68185 2.82166 -3.78030  0.066
H: 0.01280 0.10525 -4.77229  0.096
H: 0.50180 -0.87036 -3.38984  0.067
H: 1.57965 -0.72152 -4.79225  0.084
H: 1.77405 1.96855 -1.86721  0.032

For the molar mass, the calculation gives 768.1 g mol⁻¹. As for the HOMO energy: -8.36 eV. The calculation puts the total energy at -96551.2345 eV. The frontier orbital gap comes out at 0.31768 Eh. The value obtained for the energy above the lowest of the compared OMol25 structures with the same formula, charge and spin is 98.3 kJ/mol.



C8H13NO | ωB97M-V/def2-TZVPD

Each line ends with the Löwdin charge.
Atoms and positions in Å:
C: -2.54684 -0.70044 0.49451  -0.048
C: 0.79863 -1.79689 -0.62627  -0.023
C: 0.85402 2.19283 -0.11543  -0.071
C: -0.37070 0.34325 1.35683  -0.385
C: -1.08442 -0.40669 0.37524  -0.235
C: -0.26570 -0.72503 -0.72295  -0.313
C: 0.99062 0.91501 0.65451  -0.290
N: -0.68932 -0.46325 -2.00176  0.159
C: 2.15961 0.50968 1.17452  0.041
O: -0.61211 0.63504 2.51167  0.070
H: -0.00565 -0.58951 -2.74106  0.114
H: -1.35812 0.29356 -2.09379  0.117
H: -3.05203 -0.77701 -0.47396  0.069
H: -3.06779 0.06699 1.06989  0.078
H: -2.68454 -1.65743 1.01468  0.082
H: 1.71818 -1.50634 -1.13766  0.081
H: 0.41273 -2.70855 -1.09723  0.096
H: 1.03899 -2.03490 0.41081  0.087
H: 1.07981 3.05609 0.51905  0.086
H: -0.13959 2.37859 -0.53383  0.073
H: 1.54384 2.21726 -0.96510  0.078
H: 2.22584 -0.36546 1.81255  0.067
H: 3.05452 1.12319 1.11477  0.066

For the molar mass, the calculation gives 139.2 g mol⁻¹. Its SMILES is C=C(C)C(=O)/C(C)=C(\C)N. As for the HOMO energy (spin up / spin down): -7.45 / -7.45 eV. The calculation puts the total energy at -12041.7064 eV. The frontier orbital gap (spin up / spin down) comes out at 0.26896 / 0.26889 Eh. The value obtained for the energy above the lowest of the compared OMol25 structures with the same formula, charge and spin is 274.9 kJ/mol.